{"formula": "C54H120B5F20FeN6", "method": "ωB97M-V/def2-TZVPD", "e_tot_ev": -159012.593, "homo_lumo_gap_ha": [0.3840, 0.3120], "charge": 3, "homo_ev": [-15.2, -13.3], "multiplicity": 5, "symbols": ["Fe", "C", "C", "C", "N", "C", "C", "C", "C", "C", "C", "H", "H", "H", "H", "H", "H", "H", "H", "H", "H", "H", "H", "H", "H", "H", "H", "H", "H", "H", "H", "C", "C", "C", "N", "C", "C", "C", "C", "C", "C", "H", "H", "H", "H", "H", "H", "H", "H", "H", "H", "H", "H", "H", "H", "H", "H", "H", "H", "H", "H", "C", "C", "C", "N", "C", "C", "C", "C", "C", "C", "H", "H", "H", "H", "H", "H", "H", "H", "H", "H", "H", "H", "H", "H", "H", "H", "H", "H", "H", "H", "C", "C", "C", "N", "C", "C", "C", "C", "C", "C", "H", "H", "H", "H", "H", "H", "H", "H", "H", "H", "H", "H", "H", "H", "H", "H", "H", "H", "H", "H", "C", "C", "C", "N", "C", "C", "C", "C", "C", "C", "H", "H", "H", "H", "H", "H", "H", "H", "H", "H", "H", "H", "H", "H", "H", "H", "H", "H", "H", "H", "C", "C", "C", "N", "C", "C", "C", "C", "C", "C", "H", "H", "H", "H", "H", "H", "H", "H", "H", "H", "H", "H", "H", "H", "H", "H", "H", "H", "H", "H", "B", "F", "F", "F", "F", "B", "F", "F", "F", "F", "B", "F", "F", "F", "F", "B", "F", "F", "F", "F", "B", "F", "F", "F", "F"], "positions_angstrom": [[-0.1990, 0.0654, -0.5643], [1.9077, -2.5258, 5.6893], [2.8227, -3.0273, 4.5748], [2.3087, -4.3857, 4.0994], [2.8141, -4.9476, 2.7205], [2.0903, -6.3334, 2.5406], [2.1338, -6.8353, 1.0541], [1.6707, -5.7559, 0.0429], [2.4714, -4.4529, 0.2111], [2.4186, -3.9317, 1.6146], [4.3320, -5.1119, 2.6439], [2.0621, -3.2070, 6.5262], [0.8475, -2.6229, 5.4555], [2.1950, -1.5226, 6.0040], [3.8304, -3.1348, 4.9763], [2.8183, -2.1773, 3.8924], [1.2281, -4.4472, 3.9706], [2.5172, -5.0864, 4.9079], [1.0316, -6.1956, 2.7601], [2.5328, -7.0658, 3.2157], [1.6453, -7.7740, 0.7930], [3.1850, -7.0053, 0.8212], [0.6065, -5.5793, 0.1993], [1.7388, -6.1874, -0.9557], [2.0392, -3.7903, -0.5387], [3.4783, -4.6382, -0.1630], [1.3685, -3.6988, 1.7908], [2.9117, -2.9714, 1.7659], [4.6285, -5.7171, 3.5007], [4.7903, -4.1552, 2.8942], [4.6507, -5.3921, 1.6399], [-4.3684, 4.7006, -3.1485], [-3.7190, 3.3640, -3.4615], [-4.6137, 2.6913, -4.5804], [-4.0330, 1.2755, -4.9376], [-4.8870, 0.8203, -6.2536], [-4.3561, -0.5347, -6.9328], [-2.7884, -0.4053, -7.1815], [-2.0159, -0.0484, -5.8541], [-2.5138, 1.2913, -5.2603], [-4.4333, 0.3010, -3.8223], [-5.3034, 4.5625, -2.6056], [-4.3603, 5.3531, -4.0216], [-3.7226, 5.2180, -2.4391], [-3.8288, 2.7233, -2.5865], [-2.6571, 3.4196, -3.7013], [-4.6029, 3.2820, -5.4964], [-5.6234, 2.5385, -4.1992], [-4.7847, 1.5855, -7.0231], [-5.9578, 0.7837, -6.0530], [-4.9998, -0.6967, -7.7973], [-4.4554, -1.3736, -6.2440], [-2.7246, 0.3490, -7.9657], [-2.3016, -1.2480, -7.6723], [-0.9822, -0.0937, -6.1969], [-2.1626, -0.9280, -5.2274], [-2.4988, 2.0299, -6.0618], [-1.8984, 1.4016, -4.3674], [-3.7614, 0.5008, -2.9876], [-4.1914, -0.7082, -4.1556], [-5.4960, 0.4008, -3.6010], [3.7943, 3.2850, -0.5775], [3.4155, 3.4444, 0.8493], [4.5513, 3.2479, 1.8605], [4.3606, 3.7109, 3.3438], [3.1854, 2.9206, 3.9869], [3.6597, 1.4225, 4.3780], [4.9703, 1.5166, 5.2078], [6.0261, 2.0702, 4.3425], [5.7835, 3.5014, 4.0039], [4.1393, 5.1947, 3.4346], [4.4590, 2.4381, -0.7479], [4.4827, 4.0658, -0.9010], [2.9382, 3.0701, -1.2171], [2.7879, 2.6052, 1.1495], [2.7681, 4.3072, 1.0056], [5.3466, 3.8701, 1.4502], [4.8851, 2.2113, 1.8141], [2.3516, 2.9267, 3.2849], [2.8147, 3.3288, 4.9271], [3.8817, 0.8003, 3.5110], [2.9823, 0.7647, 4.9225], [5.2122, 0.5403, 5.6277], [4.8119, 2.1258, 6.0977], [6.0650, 1.4304, 3.4609], [6.9674, 1.9847, 4.8855], [6.5408, 3.8017, 3.2798], [5.8956, 4.1299, 4.8874], [4.3146, 5.4616, 4.4768], [3.1153, 5.4527, 3.1644], [4.8515, 5.6889, 2.7738], [-0.1200, -4.4516, -9.5162], [0.4014, -4.7868, -8.1154], [-0.8015, -4.7797, -7.0863], [-0.2808, -4.8970, -5.6066], [0.4117, -6.2830, -5.4607], [1.1756, -6.5315, -4.1300], [2.0940, -5.3352, -3.8673], [1.4197, -3.9787, -3.9923], [0.7002, -3.7647, -5.3041], [-1.4179, -4.8645, -4.5815], [0.6918, -4.2933, -10.2261], [-0.7068, -3.5339, -9.4757], [-0.8212, -5.1937, -9.8979], [1.1219, -3.9889, -7.9362], [1.0040, -5.6885, -8.2251], [-1.5726, -5.5481, -7.1411], [-1.4853, -3.9386, -6.9725], [1.1659, -6.3170, -6.2469], [-0.2263, -7.1534, -5.6138], [1.8073, -7.4196, -4.1458], [0.4570, -6.7432, -3.3381], [2.8757, -5.4516, -4.6180], [2.7088, -5.4135, -2.9706], [2.1290, -3.1518, -3.9574], [0.7876, -3.7018, -3.1485], [1.5707, -3.8825, -5.9495], [0.2400, -2.7768, -5.2813], [-2.1838, -5.5162, -5.0020], [-1.8466, -3.8626, -4.6046], [-0.9892, -5.0637, -3.5994], [-1.9872, -3.9121, 2.2084], [-2.5368, -2.6305, 2.9134], [-1.6265, -2.1627, 4.0695], [-2.3089, -0.9976, 4.8222], [-2.7235, 0.1595, 3.8474], [-3.5104, 1.2160, 4.6256], [-4.6569, 0.6564, 5.3579], [-4.2403, -0.4416, 6.3910], [-3.4826, -1.5734, 5.6995], [-1.2423, -0.4764, 5.8064], [-0.8997, -3.9637, 2.2600], [-2.2648, -3.9757, 1.1563], [-2.4172, -4.7699, 2.7255], [-3.5701, -2.7443, 3.2411], [-2.7535, -1.9043, 2.1299], [-0.6671, -1.8792, 3.6367], [-1.4622, -2.9721, 4.7809], [-3.4734, -0.2154, 3.1508], [-1.8137, 0.2922, 3.2620], [-3.9035, 1.8194, 3.8073], [-2.7860, 1.8690, 5.1124], [-5.3032, 0.1819, 4.6194], [-5.3698, 1.3690, 5.7729], [-5.0614, -0.7317, 7.0465], [-3.5917, 0.0590, 7.1099], [-4.1740, -2.1111, 5.0508], [-3.1024, -2.3217, 6.3949], [-1.1731, -1.1058, 6.6937], [-1.4962, 0.5148, 6.1822], [-0.3116, -0.3977, 5.2446], [1.1299, 5.5920, -1.7543], [-0.0237, 5.4346, -0.7426], [0.0087, 6.4309, 0.4420], [-1.2040, 6.2984, 1.4190], [-1.1641, 4.9353, 2.2074], [-0.0268, 4.9622, 3.2407], [-0.1059, 6.1558, 4.2310], [-0.1713, 7.4524, 3.4775], [-1.3434, 7.4448, 2.4425], [-2.5290, 6.2983, 0.6112], [1.0810, 4.8455, -2.5470], [2.1221, 5.7262, -1.3234], [0.9707, 6.4781, -2.3688], [0.1053, 4.4341, -0.3297], [-0.9200, 5.2224, -1.3256], [-0.0065, 7.4990, 0.2251], [0.9576, 6.3695, 0.9748], [-1.0632, 4.1780, 1.4299], [-2.1527, 4.8305, 2.6544], [0.8964, 4.8969, 2.6650], [-0.0966, 3.9649, 3.6751], [0.6371, 6.0124, 5.0154], [-1.0173, 6.0878, 4.8250], [0.7614, 7.5067, 2.9161], [-0.0895, 8.3548, 4.0834], [-1.5203, 8.3514, 1.8638], [-2.2464, 7.3443, 3.0447], [-2.4739, 7.1470, -0.0706], [-3.4069, 6.4848, 1.2297], [-2.7010, 5.4059, 0.0095], [-2.7013, 2.0283, 0.7924], [-2.1810, 2.2083, 1.9881], [-1.7851, 1.2897, 0.0115], [-3.8441, 1.3086, 0.8696], [-3.1038, 3.2455, 0.2766], [2.6790, -0.6721, -1.9403], [1.6225, -0.5121, -1.1283], [3.4788, -1.6715, -1.4446], [2.1848, -1.0646, -3.1713], [3.4265, 0.5055, -2.0734], [0.9731, -0.1687, 1.8861], [0.6816, 1.0199, 1.2522], [0.2256, -1.0655, 1.1591], [2.2819, -0.4573, 1.8836], [0.5482, 0.0442, 3.2110], [0.2096, 1.8005, -2.4555], [-0.6176, 2.8681, -2.5761], [-0.5636, 0.6174, -2.4549], [1.1936, 1.7386, -3.4192], [0.7819, 1.8611, -1.2311], [-1.6942, -1.9834, -1.5589], [-2.1266, -0.9583, -0.7598], [-2.1663, -3.1788, -1.1026], [-2.1520, -1.7989, -2.8600], [-0.3511, -1.9522, -1.4144]], "atomic_forces_ev_per_a": [[-0.4090, 0.0546, 0.6310], [0.3600, -1.1413, 0.8120], [-0.3931, 0.6195, -0.2562], [0.2697, -0.1518, -0.9599], [0.1021, -0.0194, -0.1291], [-0.2953, 0.1527, -1.7503], [1.2030, 1.2711, -0.3068], [-0.0678, -0.5280, 1.2004], [0.0207, -1.4500, -1.3416], [-1.3114, 0.1380, 0.4394], [-0.7220, 0.7581, 1.2150], [-0.1271, 0.2120, 0.4490], [0.0850, 0.4228, -0.2713], [-0.2582, -0.0494, -0.0563], [0.0597, 0.0191, -0.0897], [0.1722, -0.5635, -0.8667], [-0.0441, 0.5111, -0.0182], [0.3555, -0.4450, -0.3591], [0.1223, 0.3149, 0.4483], [0.0911, 0.3387, 0.1086], [-0.2752, -0.0273, 0.9477], [0.2097, -0.2535, -0.0278], [-0.2094, 0.2491, 0.0631], [0.2633, 0.2502, -0.0672], [0.1512, 0.7992, 0.5563], [0.2672, 0.1285, 0.2059], [-0.2159, -0.1038, 0.3097], [0.5097, -0.3694, 0.0728], [0.0730, -0.7134, -0.5799], [-0.2676, 0.2744, -0.3605], [-0.1391, -0.3995, 0.4076], [1.2455, 0.2463, 0.6435], [-1.7022, -0.9238, -0.6613], [2.5833, -0.5443, 0.7766], [-2.4626, -0.7286, -1.1355], [1.9073, -1.0545, -0.2930], [1.2588, 0.9982, 1.7230], [-1.4400, 0.7636, -0.0531], [-1.8090, -0.7708, -2.3040], [-0.5892, -1.6117, -0.5215], [1.3486, 0.2698, -0.7257], [-0.2812, 0.2290, -0.6025], [-0.6980, -0.0427, -0.0120], [0.0795, 0.0715, 0.1665], [0.3110, 0.0245, 0.1704], [-0.2319, 0.1288, -0.2391], [-0.0825, -0.0957, 0.0083], [0.0646, -0.0367, -0.2371], [0.3952, 0.3383, 0.3129], [0.2209, -0.1189, 0.7359], [0.3522, -0.0501, -0.1384], [-0.5299, -0.0493, 0.0169], [0.4910, 0.5692, 0.2197], [-0.4506, -0.5045, 0.2885], [0.2415, 0.8484, 0.7295], [0.0733, 0.3437, 0.6359], [0.7382, 0.3961, 0.4646], [-0.5078, 0.9878, 0.0651], [-0.3842, 0.0466, 0.2137], [-0.1898, 0.1194, 0.0228], [0.2470, 0.1256, 0.0162], [1.5416, -0.5589, -0.6731], [-1.5564, -1.5122, 2.1809], [0.4527, 1.5544, -0.7864], [0.6738, -0.5025, -0.3184], [0.8329, -2.3009, 0.5066], [0.9371, 0.7911, -0.0739], [-1.9494, -0.4451, 0.5135], [0.8311, -0.6268, 0.2291], [-0.5212, -0.3077, -0.4756], [-0.3319, -0.4508, -0.0003], [-0.2544, -0.5852, 0.3375], [-0.6302, 0.6766, -0.3351], [0.1256, 0.5137, -0.0258], [-0.7426, -0.1069, -0.5853], [0.3603, 0.4915, 0.1882], [0.5191, 0.0205, 0.5824], [-0.1528, 0.1107, 0.4115], [0.2470, 0.0089, -0.1798], [0.5284, 0.7386, -0.1184], [-0.0442, 0.3537, -0.4415], [-0.8453, 0.9191, 0.0523], [0.1616, -0.1471, -0.3366], [-0.0733, 0.3153, 0.0851], [0.4137, 0.1676, -0.1790], [0.3170, 0.2222, -0.3544], [-0.4002, 0.4016, -0.1715], [-0.4706, 0.0329, -0.0455], [-0.0661, 0.1833, -0.1721], [0.0986, -0.1091, -0.1170], [-0.0654, 0.0056, 0.1229], [-0.7927, 0.1586, 0.0185], [-1.1670, 0.9106, -0.6835], [0.9658, -0.4618, 1.8232], [0.0664, -1.0334, 0.2417], [1.5607, -0.1467, 0.2680], [-0.4943, 1.0478, 0.2881], [0.3829, -0.1526, -0.2517], [-0.1862, 0.5936, 0.9768], [1.1441, -1.4081, 0.7032], [0.4067, 0.7754, -1.6464], [-0.0579, -0.1815, 0.0793], [0.1159, 0.2275, -0.0486], [0.2441, -0.2337, -0.0887], [-0.2147, -0.0051, 0.6096], [-0.5097, -0.3278, 0.6447], [0.6226, -0.7815, -0.5689], [0.7460, 0.9334, -0.8613], [-0.1468, 0.1355, -0.0582], [-0.7769, 0.6674, -0.2777], [-0.2458, -0.1643, -0.6604], [-0.0816, 0.2865, 0.2303], [0.0770, 0.4042, -0.4742], [-0.5006, -0.0226, 0.4081], [0.3478, -0.1309, 0.0033], [-0.2543, -0.4382, 0.2577], [-0.7292, 0.4033, -0.9183], [-0.2750, -0.2668, -0.5728], [0.1122, -0.4528, 0.7235], [0.1702, 0.1344, 0.2450], [-0.4973, -0.2706, -0.2147], [-0.7434, 0.3053, 0.8019], [-0.0898, -0.3909, -0.8051], [-1.7008, 0.2408, -1.1205], [0.7176, -0.7879, 1.3792], [-0.8596, -1.9171, 0.8533], [1.9901, 1.3547, -1.9644], [-1.2234, -1.8458, 1.0069], [0.5138, 1.5319, -0.1077], [-0.4426, 0.6026, -0.6626], [-0.4827, 0.4495, -0.5614], [0.1380, 0.0669, 0.0495], [-0.0607, 0.2239, 0.1086], [0.2767, -0.2572, -0.0701], [0.0866, -0.7599, 0.4123], [1.0180, 0.5285, 0.0699], [-0.0952, 0.5696, 0.3304], [-0.1396, 0.0510, 0.1641], [0.2369, -0.6030, 0.0014], [-0.1104, 1.0042, 0.4161], [0.0079, 0.3126, 0.0096], [-0.3934, 0.0812, 0.7325], [-0.0018, -0.3398, -0.2902], [0.5999, 0.3548, 0.3768], [-0.1646, -0.6233, -0.5541], [0.3699, -0.0179, 0.0792], [0.1904, 0.1770, -0.2698], [0.4633, 0.2473, -0.0505], [0.0397, -0.3580, -0.3730], [-0.2090, -0.0868, -0.2713], [-0.0753, -0.1162, 0.1858], [-0.5954, 1.2418, -0.4865], [0.9299, -1.1201, 0.1571], [-1.1276, 0.6095, -0.0349], [-1.3994, -1.2247, 0.5954], [0.3568, 1.5308, -0.6349], [-0.9171, -0.3498, -0.6558], [-0.9220, -1.5239, 0.2496], [1.1879, 0.3559, -1.6548], [0.8793, -0.1280, 0.5375], [0.6239, 0.7690, -0.4468], [0.2638, -0.6017, 0.6185], [-0.0146, -0.4639, 0.0819], [-0.0599, 0.5074, 0.2438], [0.2416, -0.1612, 0.4180], [-0.4195, 1.0607, 0.2582], [-0.2829, 0.0142, -0.7955], [-0.2212, -0.6384, 0.3279], [0.1092, 0.0027, 0.3678], [0.0766, 0.0392, 0.0374], [0.3606, 0.4620, 0.1296], [-0.0203, 0.0902, 0.6248], [0.5485, 0.6432, -0.3433], [-0.4060, -0.3505, -0.0953], [0.2102, 0.1677, -0.3405], [-0.7760, -0.0819, 0.1312], [0.6015, 0.1266, 0.0524], [-0.2804, -0.6899, -0.4058], [0.1565, 0.0580, -0.0343], [0.4126, -0.2563, 0.4697], [0.4602, -0.1671, 0.4808], [-1.6423, -0.2605, -1.5552], [1.8582, 0.5855, 3.3353], [0.5995, 0.7098, -0.6896], [-1.5917, -1.7146, 0.2746], [0.7174, 1.3246, -1.1246], [2.5985, 0.3409, -2.4394], [-1.5075, 0.3912, 2.4547], [0.6937, -1.0527, 0.7720], [-0.3659, -0.3026, -1.0341], [-0.1878, 0.0101, 0.3579], [-0.1602, 1.3972, 1.2371], [0.1721, 1.8581, -0.9593], [-0.9254, -2.2710, 0.2991], [1.6310, -0.6629, 0.0088], [-0.3224, -0.7855, 0.6064], [1.0766, 0.4873, -2.3633], [-1.1314, 1.2149, -0.6181], [-0.9896, -0.6872, -1.0728], [-0.5299, 0.1387, -0.2087], [1.0052, 0.3144, 2.7097], [-1.9024, -1.1580, -0.8079], [-1.0291, 1.2882, 1.0446], [-0.4803, -1.3297, 0.4705], [0.2172, 0.1703, -0.7094], [2.6153, -0.2540, -0.4471]]}